Molecular formula: C27H58BNO12P2
Method: DFT, the ωB97M-V functional and the def2-TZVPD basis

Each line ends with the Mulliken charge.
Atoms and positions in Å:
C  -5.068  -4.905  0.499  -0.768
C  -5.594  -3.611  -0.381  -0.296
C  -5.940  -2.362  0.671  0.390
O  -7.224  -2.283  1.071  -0.550
O  -4.861  -1.451  1.145  -0.169
C  -5.227  -0.039  0.885  -0.405
C  -4.196  1.053  1.550  -0.735
C  -2.596  0.763  1.197  0.279
O  -1.994  1.892  0.447  -0.439
C  -2.109  1.685  -1.015  -0.214
C  -0.707  1.275  -1.758  0.139
O  -0.382  2.059  -2.960  -0.230
C  -1.489  2.093  -3.927  -0.387
P  -2.155  0.386  -4.467  0.462
O  -2.854  0.611  -5.900  -0.686
B  0.607  1.460  -0.732  -0.551
O  1.662  2.452  -1.134  -0.219
N  0.817  0.662  0.542  0.719
C  1.646  1.484  1.545  -0.821
C  1.453  -0.691  0.283  -0.789
P  -1.660  0.741  2.906  0.157
O  -2.206  -0.737  3.668  -0.557
O  -2.279  2.049  3.935  -0.538
H  -5.786  -5.129  1.415  0.266
H  -5.057  -5.892  -0.147  0.186
H  -3.962  -4.645  0.850  0.264
H  -4.853  -3.273  -1.228  0.245
H  -6.604  -3.956  -0.898  0.239
H  -6.306  0.210  1.329  0.317
H  -5.236  0.165  -0.275  0.244
H  -4.482  2.176  1.270  0.269
H  -4.320  0.961  2.724  0.367
H  -2.421  -0.288  0.701  0.381
H  -2.643  2.634  -1.445  0.123
H  -2.864  0.771  -1.154  0.190
H  -0.762  0.099  -1.952  0.098
H  -1.049  2.608  -4.911  0.329
H  -2.399  2.777  -3.607  0.240
H  -1.170  -0.663  -4.536  0.105
H  -3.252  0.063  -3.544  0.044
H  2.426  1.896  -1.521  0.266
H  2.763  1.614  1.220  0.098
H  1.616  0.868  2.560  0.270
H  1.175  2.540  1.756  0.227
H  2.188  -0.707  -0.637  0.262
H  0.578  -1.497  0.178  0.239
H  2.013  -0.989  1.291  0.207
H  -1.545  -1.432  3.355  0.336
H  -1.676  1.984  4.747  0.327
C  7.197  0.552  1.476  -0.493
C  7.055  -0.823  2.075  -0.588
C  5.559  -0.927  2.279  -0.507
O  4.943  -0.138  1.252  -0.239
C  5.957  0.651  0.614  -0.132
H  8.122  0.691  0.910  0.370
H  7.163  1.308  2.269  0.184
H  7.387  -1.579  1.354  0.259
H  7.622  -0.961  2.999  0.347
H  5.260  -0.509  3.246  0.284
H  5.198  -1.958  2.218  0.273
H  6.131  0.229  -0.382  0.237
H  5.606  1.680  0.500  0.046
C  -8.185  -9.269  -1.831  -0.505
C  -7.029  -10.065  -1.281  -0.528
C  -5.844  -9.201  -1.653  -0.408
O  -6.303  -7.843  -1.655  -0.368
C  -7.736  -7.846  -1.581  -0.423
H  -9.143  -9.502  -1.360  0.321
H  -8.279  -9.448  -2.909  0.263
H  -7.113  -10.135  -0.190  0.266
H  -6.962  -11.079  -1.684  0.327
H  -5.483  -9.434  -2.661  0.270
H  -5.011  -9.307  -0.952  0.259
H  -8.019  -7.511  -0.578  0.261
H  -8.144  -7.142  -2.312  0.275
C  3.618  5.581  4.578  -0.573
C  4.398  5.828  3.312  -0.564
C  4.607  4.424  2.789  -0.008
O  3.479  3.648  3.218  -0.315
C  2.745  4.409  4.187  -0.495
H  3.043  6.447  4.916  0.329
H  4.301  5.287  5.383  0.263
H  3.787  6.403  2.606  0.275
H  5.335  6.368  3.471  0.364
H  5.506  3.970  3.217  0.183
H  4.684  4.390  1.699  -0.041
H  1.816  4.746  3.714  0.291
H  2.491  3.772  5.040  0.299
C  4.931  4.203  -4.412  -0.510
C  4.324  5.099  -3.363  -0.488
C  4.769  4.432  -2.080  0.354
O  6.029  3.804  -2.353  -0.422
C  6.244  3.810  -3.772  -0.446
H  5.058  4.687  -5.384  0.342
H  4.302  3.316  -4.550  0.206
H  4.762  6.102  -3.434  0.278
H  3.238  5.195  -3.440  0.333
H  4.066  3.651  -1.774  -0.333
H  4.883  5.142  -1.256  0.166
H  7.026  4.545  -3.988  0.261
H  6.591  2.825  -4.096  0.274

Calculated values
Net charge: 0
Frontier orbital gap, Ha: 0.3076
SMILES: CCC(=O)OCC[C@@H](OC[C@@H](OC[PH2]=O)B(O)N(C)C)P(O)O.C1CCOC1.C1CCOC1.C1CCOC1.C1CCOC1
Lowest unoccupied orbital energy, eV: 0.19
2S+1: 1



Molecular formula: C27H58EuO4P2Si
Method: DFT, the ωB97M-V functional and the def2-TZVPD basis

Each line ends with the Mulliken charge.
Atoms and positions in Å:
P  0.483  -0.236  -2.539  0.962
P  1.785  -2.152  0.325  0.950
C  1.795  -1.543  -2.516  0.431
C  1.741  -2.628  -1.437  0.784
H  2.777  -1.048  -2.527  0.540
H  1.659  -2.020  -3.490  -1.409
H  0.928  -3.344  -1.641  0.617
H  2.679  -3.188  -1.477  -2.089
C  3.538  -1.776  0.617  -1.309
H  3.631  -1.433  1.659  0.437
H  3.881  -0.967  -0.042  0.364
H  4.138  -2.684  0.454  0.380
C  1.469  -3.714  1.199  -1.392
H  2.316  -4.396  1.033  0.383
H  0.530  -4.170  0.851  0.389
H  1.361  -3.479  2.271  0.393
C  1.067  0.843  -3.894  -1.268
H  0.385  1.702  -3.938  0.371
H  1.066  0.299  -4.853  0.359
H  2.079  1.217  -3.683  0.355
C  -0.828  -1.236  -3.396  -1.253
H  -1.080  -2.144  -2.823  0.301
H  -0.465  -1.523  -4.398  0.372
H  -1.731  -0.611  -3.481  0.427
Eu  -0.315  -0.340  0.214  0.800
C  3.398  -4.931  -2.588  -0.068
C  4.441  -4.104  -2.337  -0.141
C  5.418  -3.672  -3.387  -1.008
C  4.810  -3.324  -4.773  -0.960
C  3.419  -2.758  -4.778  -0.122
C  2.308  -3.496  -4.989  -0.324
C  2.278  -4.993  -4.940  -0.952
C  3.199  -5.664  -3.878  -0.964
C  -1.095  1.482  -1.161  -1.668
H  2.678  -5.213  -1.809  0.469
H  4.705  -3.805  -1.316  0.406
H  6.175  -4.459  -3.549  0.302
H  5.975  -2.797  -3.018  0.381
H  5.463  -2.551  -5.217  0.452
H  4.881  -4.205  -5.433  0.324
H  3.386  -1.661  -4.705  0.553
H  1.379  -3.028  -5.344  0.490
H  2.542  -5.419  -5.924  0.310
H  1.244  -5.317  -4.746  0.380
H  2.702  -6.609  -3.605  0.450
H  4.158  -5.944  -4.344  0.349
H  -2.095  1.302  -0.700  0.295
H  -1.261  1.855  -2.186  0.475
H  -0.621  2.287  -0.572  0.321
C  -1.135  -1.081  5.424  -1.587
C  -2.304  -0.228  4.920  1.691
C  -2.996  -0.879  3.727  -1.053
C  -3.284  0.032  6.068  -1.618
O  -1.782  1.084  4.565  -0.765
Si  -1.059  1.523  3.136  -0.461
O  -0.343  0.339  2.339  -0.153
O  -2.227  2.213  2.184  0.352
C  -3.218  3.265  2.479  1.872
C  -4.014  3.465  1.196  -1.833
C  -4.147  2.834  3.605  -1.474
C  -2.542  4.567  2.878  -1.578
O  -0.057  2.711  3.677  0.162
C  1.223  3.279  3.295  1.934
C  2.080  2.256  2.544  -1.406
C  0.971  4.516  2.424  -1.514
C  1.897  3.662  4.609  -1.828
H  -1.475  -2.089  5.715  0.444
H  -0.697  -0.606  6.314  0.331
H  -0.361  -1.175  4.655  0.114
H  -3.433  -1.839  4.044  0.527
H  -3.809  -0.243  3.353  0.148
H  -2.285  -1.085  2.915  -0.156
H  -2.757  0.525  6.895  0.324
H  -4.090  0.693  5.727  0.324
H  -3.723  -0.907  6.434  0.410
H  -4.528  2.545  0.901  0.383
H  -4.771  4.245  1.344  0.374
H  -3.365  3.762  0.367  0.368
H  -3.600  2.722  4.550  0.216
H  -4.920  3.606  3.767  0.515
H  -4.672  1.901  3.356  0.258
H  -1.938  4.442  3.781  0.305
H  -1.917  4.956  2.067  0.310
H  -3.309  5.326  3.097  0.498
H  1.692  2.062  1.530  0.046
H  3.108  2.644  2.427  0.545
H  2.134  1.304  3.093  0.275
H  0.401  5.273  2.979  0.334
H  1.933  4.961  2.124  0.468
H  0.413  4.255  1.509  0.117
H  1.288  4.389  5.149  0.370
H  2.012  2.777  5.242  0.387
H  2.891  4.096  4.452  0.381

Calculated values
Net charge: 0
Frontier orbital gap (spin up / spin down), Ha: 0.2055 / 0.2137
⟨S²⟩: 15.764
Lowest unoccupied orbital energy (spin up / spin down), eV: -0.05 / -0.08
2S+1: 8